{"formula": "C6H12N2Si", "method": "the ωB97M-V functional and the def2-TZVPD basis", "symbols": ["C", "C", "C", "C", "C", "C", "N", "N", "Si", "H", "H", "H", "H", "H", "H", "H", "H", "H", "H", "H", "H"], "coordinates": [[2.278, -1.122, 0.030], [3.635, -0.690, 0.007], [1.527, 0.045, -0.048], [-1.046, -0.778, 1.623], [-0.827, -0.838, -1.581], [-0.822, 1.953, 0.036], [3.711, 0.643, -0.087], [2.410, 1.067, -0.021], [-0.341, 0.093, 0.022], [1.765, -2.105, 0.078], [4.526, -1.375, 0.020], [-2.052, -0.341, 1.997], [-1.270, -1.878, 1.346], [-0.442, -0.616, 2.463], [-1.916, -1.148, -1.739], [-0.783, -0.124, -2.453], [-0.219, -1.794, -1.648], [-1.776, 2.156, -0.248], [-0.604, 2.445, 0.971], [-0.340, 2.565, -0.625], [2.190, 2.016, 0.069]], "lowdin_charge": [-0.101, -0.174, -0.331, -0.186, -0.204, -0.167, 0.024, -0.023, 0.614, 0.102, 0.112, 0.051, 0.051, -0.018, 0.040, 0.037, 0.039, -0.012, 0.035, -0.011, 0.121], "lumo_ev": 0.79, "e_above_lowest_kj_mol": 187.4, "smiles": "C[Si](C)(C)c1ccn[nH]1", "gap_ha": 0.364, "molar_mass_g_mol": 140.26, "total_charge": 0, "total_energy_ha": -634.805199, "e_homo_ha": -0.335}

***

{"formula": "C19H21N5O4S2", "method": "the ωB97M-V functional and the def2-TZVPD basis", "symbols": ["C", "H", "H", "H", "C", "N", "C", "N", "N", "C", "C", "C", "C", "C", "C", "C", "H", "O", "C", "H", "H", "H", "H", "H", "H", "S", "C", "C", "O", "N", "C", "C", "C", "C", "C", "C", "H", "H", "S", "O", "O", "N", "H", "H", "H", "H", "H", "H", "H", "H", "H"], "coordinates": [[2.119, 1.245, -2.720], [2.762, 1.544, -3.542], [1.870, 0.192, -2.834], [1.205, 1.831, -2.764], [2.840, 1.477, -1.395], [2.014, 1.080, -0.284], [0.941, 1.764, 0.201], [0.316, 1.051, 1.106], [0.958, -0.122, 1.216], [1.970, -0.116, 0.394], [2.914, -1.215, 0.228], [2.427, -2.497, 0.010], [3.318, -3.545, -0.147], [4.677, -3.324, -0.082], [5.174, -2.041, 0.160], [4.286, -0.984, 0.314], [4.641, 0.010, 0.540], [6.526, -1.933, 0.226], [7.097, -0.676, 0.499], [8.173, -0.840, 0.522], [6.770, -0.287, 1.468], [6.862, 0.052, -0.285], [5.384, -4.129, -0.201], [2.946, -4.543, -0.322], [1.362, -2.659, -0.034], [0.513, 3.363, -0.329], [-0.782, 3.783, 0.886], [-2.151, 3.227, 0.494], [-3.008, 3.937, 0.022], [-2.256, 1.901, 0.754], [-3.315, 1.044, 0.482], [-4.528, 1.474, -0.058], [-5.530, 0.554, -0.303], [-5.326, -0.780, -0.010], [-4.130, -1.221, 0.524], [-3.121, -0.311, 0.771], [-2.176, -0.635, 1.180], [-4.005, -2.274, 0.721], [-6.643, -1.955, -0.285], [-7.514, -1.465, -1.307], [-6.088, -3.270, -0.388], [-7.518, -1.920, 1.141], [-7.980, -1.043, 1.311], [-7.009, -2.262, 1.938], [-6.471, 0.853, -0.738], [-4.669, 2.518, -0.287], [-1.405, 1.439, 1.112], [-0.452, 3.411, 1.855], [-0.827, 4.871, 0.881], [3.080, 2.538, -1.277], [3.759, 0.889, -1.365]], "lowdin_charge": [-0.058, 0.080, 0.084, 0.060, -0.197, -0.007, -0.603, -0.009, 0.099, -0.256, -0.160, -0.029, -0.063, 0.002, -0.266, 0.022, 0.111, -0.078, -0.084, 0.095, 0.098, 0.094, 0.120, 0.109, 0.114, 1.013, -0.343, -0.531, 0.071, 0.121, -0.200, 0.012, -0.052, -0.302, -0.059, 0.000, 0.111, 0.113, 0.599, -0.295, -0.298, -0.064, 0.067, 0.068, 0.115, 0.103, 0.080, 0.086, 0.085, 0.114, 0.109], "lumo_ev": 0.27, "e_above_lowest_kj_mol": 172.3, "smiles": "CCn1c(SCC(=O)Nc2ccc(S(N)(=O)=O)cc2)nnc1-c1cccc(OC)c1", "gap_ha": 0.329, "molar_mass_g_mol": 447.54, "total_charge": 0, "total_energy_ha": -2107.758036, "e_homo_ha": -0.319}